108
Properties=species:S:1:pos:R:3:forces:R:3 method="wB97M-V/def2-TZVPD" max_force_ev_per_a=5.773 lumo_ev=-0.29 de_lowest_kcal_mol=117.8
C -2.28959 -0.42751 -4.17042 -0.5 2.3 -1.2
O -2.27216 -1.79903 -4.22275 0.3 -1.5 0.0
H -2.32430 -0.14780 -5.22335 -0.1 1.0 0.1
H -3.14426 0.00018 -3.64629 -0.2 -0.3 -0.6
H -1.45320 0.10465 -3.71725 0.6 -0.8 0.1
H -2.57626 -2.01067 -5.10838 0.0 -0.6 0.2
C -3.35114 -1.18843 2.79610 -1.9 -1.2 -0.7
O -2.40826 -0.15252 2.86617 -0.2 -0.5 0.0
H -4.18210 -1.09724 3.49558 0.1 0.5 0.3
H -3.83109 -1.27581 1.82136 -0.1 0.8 -0.4
H -3.07192 -2.23943 2.87057 1.3 0.2 0.6
H -1.58624 -0.57869 3.11967 0.5 0.3 0.1
C 1.86109 4.18981 0.74611 -2.7 -1.3 1.7
O 2.29484 3.58360 -0.16135 1.6 -3.3 -4.1
N 2.28763 5.35605 1.04516 2.0 4.6 0.9
N 0.88476 3.80051 1.57473 -1.4 -0.8 1.9
H 1.79390 5.85226 1.77324 0.6 0.6 -0.6
H 2.84759 5.74536 0.30019 0.1 0.6 0.7
H 0.22321 3.05172 1.42721 0.4 -0.2 -0.4
H 0.71848 4.38721 2.37986 -0.3 -0.3 -0.2
C -1.78620 4.02389 -1.88582 3.5 -1.3 -1.0
O -0.74835 4.11951 -1.25462 0.5 0.2 1.1
N -2.87243 4.65587 -1.69159 -4.1 3.2 2.0
N -1.87531 3.26460 -2.97411 -0.2 -2.3 -2.6
H -2.87982 5.27296 -0.89207 -0.5 0.0 -0.1
H -3.64732 4.64203 -2.33925 0.2 0.1 0.4
H -1.10137 2.75343 -3.37388 -0.1 0.4 0.3
H -2.79104 3.10499 -3.36913 0.4 -0.2 -0.1
C -2.55163 4.62338 2.40346 -2.7 -1.9 1.4
O -3.25442 5.19288 3.19812 -0.7 1.3 2.0
N -1.91639 5.21546 1.46109 2.7 3.4 -3.3
N -2.52085 3.29995 2.30730 0.3 -2.3 0.2
H -1.48561 4.74544 0.67776 0.4 0.1 0.1
H -1.81321 6.21247 1.58529 0.0 -0.2 -0.4
H -1.93899 2.85801 1.61001 -0.2 -0.4 0.3
H -3.12532 2.75147 2.90218 0.3 0.1 -0.2
C 4.71678 0.48187 -1.69487 0.8 -1.4 -0.2
O 4.95778 -0.64176 -2.05213 0.6 -3.2 -1.3
N 3.51593 0.91872 -1.54827 -4.6 1.6 0.1
N 5.63738 1.34151 -1.39373 2.6 2.7 0.6
H 3.32798 1.80522 -1.10228 -0.3 0.0 -0.2
H 2.73714 0.34445 -1.83776 0.3 0.0 0.4
H 5.30352 2.12598 -0.85220 0.9 0.1 0.1
H 6.60948 1.06966 -1.42874 -0.4 0.1 0.3
C -0.28982 0.61886 0.15765 0.5 -1.1 2.0
O -0.82910 1.52126 0.80088 -0.4 0.8 -0.5
N 0.32966 -0.39591 0.78528 -0.3 0.0 -0.5
N -0.25682 0.50111 -1.16546 -0.4 0.9 -1.5
H 0.67251 -1.12905 0.18108 0.4 -0.5 0.4
H 0.18708 -0.48062 1.78157 0.0 -0.2 0.0
H 0.06323 -0.37050 -1.56292 0.0 0.4 -0.3
H -0.41680 1.36138 -1.66987 0.2 -0.3 -0.3
C 1.24606 -3.46836 -4.37686 0.2 -0.7 0.0
O 1.24189 -4.59670 -3.97610 -0.1 -2.9 0.5
N 1.48896 -3.05649 -5.58810 0.7 0.5 -4.1
N 1.02182 -2.46043 -3.60478 -1.4 2.9 3.2
H 1.42023 -2.05485 -5.69805 0.2 -0.6 -0.9
H 1.49734 -3.71052 -6.35770 0.1 0.4 0.1
H 1.06288 -1.49880 -3.91084 0.1 -0.4 0.4
H 0.95600 -2.69722 -2.62514 0.2 0.7 0.2
C 4.07567 1.04890 1.62074 -1.5 -2.3 0.3
O 4.84928 1.90062 1.40440 2.7 4.9 -1.3
N 4.49762 -0.05546 2.18866 1.6 -4.3 2.2
N 2.78924 1.01489 1.35821 -3.6 1.2 -0.9
H 5.46423 -0.13462 2.47061 -0.2 0.3 -0.3
H 4.01552 -0.94086 2.12754 -0.1 0.4 0.0
H 2.34317 1.76463 0.84927 0.6 0.4 0.0
H 2.10602 0.27900 1.46673 0.8 -0.4 0.3
C 2.48055 -3.16974 -0.69614 1.7 2.9 -2.1
O 1.74814 -2.22499 -1.08207 -0.4 -0.3 0.9
N 2.11354 -4.24230 -0.13077 -3.1 -4.2 2.4
N 3.78823 -3.13088 -0.93528 0.4 1.0 -0.3
H 2.76167 -4.97936 0.10753 -0.3 0.2 -0.1
H 1.12842 -4.46268 -0.09793 0.1 0.0 0.3
H 4.42136 -3.83009 -0.57424 0.1 0.6 -0.3
H 3.99659 -2.22844 -1.33814 1.6 0.2 -0.2
C -4.45522 0.52436 -0.53050 -4.8 -1.4 -1.8
O -5.60470 0.10535 -0.76485 0.6 -0.4 -1.2
N -3.44859 0.53496 -1.38389 0.4 -0.7 -1.6
N -4.22630 1.05590 0.58950 2.1 2.3 4.3
H -3.73870 0.04822 -2.21997 0.9 0.4 0.2
H -2.59100 1.01454 -1.15015 0.0 -0.4 -0.7
H -3.23260 1.10088 0.76454 -0.2 0.6 1.5
H -4.98192 1.15175 1.25280 0.6 -0.2 0.0
C -1.69834 -3.44398 -1.11914 -0.9 0.8 1.4
O -1.80909 -3.83422 0.01396 -0.7 -0.6 3.0
N -2.13959 -2.29041 -1.53437 -1.1 2.8 -0.1
N -1.12823 -4.13791 -2.00899 2.5 -3.2 -3.5
H -2.85229 -1.90793 -0.92950 0.1 0.4 -0.4
H -2.14522 -2.18130 -2.53845 -0.6 0.4 0.3
H -0.80041 -5.04605 -1.71247 0.2 0.2 -0.7
H -1.05637 -3.76586 -2.94521 0.4 -0.8 0.0
C 0.75341 -0.20641 4.42693 -0.8 -1.0 -1.3
O 0.28180 -0.76211 3.46006 -0.7 -0.7 -2.2
N 1.60043 -0.78650 5.20984 2.3 -1.1 2.9
N 0.38410 0.98367 4.75306 -0.6 3.7 1.3
H 1.86038 -1.75583 5.09609 -0.4 0.1 0.0
H 1.55371 -0.38362 6.13483 0.8 -0.7 0.2
H -0.08648 1.55409 4.06511 -0.1 -0.1 0.2
H 0.90046 1.41737 5.50498 -0.3 0.5 -0.4
C -0.30315 -4.24025 2.86088 0.0 -0.7 5.5
O -0.05229 -4.45519 4.04086 1.5 -0.3 1.6
N -0.43901 -3.04433 2.40461 -0.1 3.3 -3.0
N -0.72304 -5.16488 2.07553 -0.8 -2.9 -3.7
H -0.16115 -2.19638 2.87778 0.2 -0.7 0.2
H -0.64183 -3.03670 1.41522 -0.1 0.9 0.1
H -0.70070 -6.15980 2.24794 -0.1 0.6 0.3
H -1.21150 -4.71963 1.31181 -0.3 -1.5 -0.7